# CH7N2O

A 2-piece molecular cluster, CH7N2O overall in a non-equilibrium geometry (ωB97M-V/def2-TZVPD, the Open Molecules 2025 dataset).

Last column: natural (NBO) charge in e.
CARTESIAN COORDINATES (ANGSTROEM)
O1 1.06751 -1.66276 1.09830  -1.37
H1 0.92461 -2.60310 1.04324  0.40
N1 -0.43767 -0.36504 -1.11104  -0.88
C1 -0.24602 1.02610 -0.66785  -0.05
N2 0.00814 1.12168 0.79832  -0.88
H2 -1.25948 -0.69216 -0.61565  0.33
H3 0.35983 -0.82696 -0.67203  0.42
H4 -1.21269 1.56333 -0.80692  0.14
H5 0.59077 1.43274 -1.22131  0.16
H6 0.85704 0.58908 1.02596  0.39
H7 -0.65204 0.41709 1.12896  0.35

The calculation puts the gap between HOMO and LUMO at 7.5 eV. As for the strongest force on any atom: 0.0296 Eh/bohr. The HOMO energy comes out at -0.106 hartree. The spin multiplicity is 1. The total charge is -1. The value obtained for the energy above the lowest of the compared OMol25 structures with the same formula, charge and spin is 9.99 kcal per mole. The calculation puts the LUMO energy at 4.7 eV.